Computed, not measured: a structure of composition C43H45N3O3P2PtS2Te, with ωB97M-V/def2-TZVPD.

The HOMO energy comes out at -12.22 eV. Its net charge is +2.

Element x y z (Å)
Pt: -0.334 -0.029 -0.571
C: -3.411 -0.716 -0.860
C: -3.463 0.808 -0.706
N: -2.277 1.481 -1.226
C: -2.143 1.691 -2.656
C: -1.804 0.420 -3.440
S: -0.440 -0.625 -2.763
C: -1.321 -2.227 -2.588
C: -1.701 -2.531 -1.147
N: -2.106 -1.290 -0.447
H: -4.209 -1.163 -0.262
H: -3.595 -1.020 -1.889
H: -4.391 1.171 -1.164
H: -3.505 1.047 0.359
H: -2.149 2.360 -0.741
H: -3.030 2.138 -3.122
H: -1.322 2.388 -2.787
H: -2.666 -0.230 -3.560
H: -1.483 0.713 -4.440
H: -2.175 -2.193 -3.263
H: -0.649 -2.997 -2.964
H: -2.482 -3.296 -1.099
H: -0.824 -2.907 -0.621
H: -2.150 -1.507 0.546
Te: 4.674 1.556 0.393
C: 4.861 3.236 -0.868
C: 6.029 3.392 -1.605
C: 6.147 4.502 -2.430
N: 5.199 5.419 -2.570
C: 4.091 5.260 -1.860
C: 3.873 4.200 -0.992
C: 2.559 1.550 0.437
P: 1.801 1.900 1.887
C: 2.847 2.557 3.161
C: 3.070 3.933 3.151
C: 3.947 4.490 4.066
C: 4.591 3.678 4.990
C: 4.367 2.307 4.999
C: 3.499 1.741 4.081
C: 0.333 2.917 1.764
C: -0.417 3.232 2.896
C: -1.532 4.043 2.783
C: -1.896 4.557 1.543
C: -1.133 4.272 0.419
C: -0.018 3.453 0.530
P: 1.811 0.625 -0.834
C: 2.573 -1.037 -0.862
C: 2.941 -1.638 0.337
C: 3.361 -2.958 0.364
C: 3.426 -3.694 -0.810
C: 3.078 -3.099 -2.015
C: 2.651 -1.780 -2.042
C: 2.220 1.455 -2.384
C: 3.397 1.189 -3.079
C: 3.751 1.979 -4.164
C: 2.943 3.032 -4.559
C: 1.764 3.298 -3.875
C: 1.409 2.512 -2.792
H: 6.834 2.669 -1.563
H: 7.048 4.650 -3.013
H: 3.332 6.025 -1.985
H: 2.941 4.126 -0.445
H: 2.566 4.569 2.432
H: 4.129 5.555 4.059
H: 5.272 4.116 5.707
H: 4.879 1.677 5.714
H: 3.350 0.668 4.073
H: -0.128 2.859 3.868
H: -2.111 4.287 3.663
H: -2.755 5.209 1.461
H: -1.387 4.716 -0.535
H: 0.610 3.263 -0.333
H: 2.899 -1.076 1.264
H: 3.644 -3.410 1.305
H: 3.760 -4.722 -0.789
H: 3.159 -3.657 -2.938
H: 2.402 -1.326 -2.992
H: 4.051 0.388 -2.759
H: 4.671 1.776 -4.695
H: 3.233 3.651 -5.396
H: 1.136 4.125 -4.178
H: 0.504 2.735 -2.243
C: -3.026 0.392 7.786
C: -2.276 0.229 6.500
C: -2.910 -0.244 5.352
C: -2.217 -0.399 4.166
C: -0.866 -0.078 4.128
C: -0.206 0.389 5.255
C: -0.917 0.534 6.432
S: -0.049 -0.292 2.599
O: 0.265 -1.654 2.343
O: 1.286 0.499 2.796
O: -0.860 0.365 1.554
H: -4.097 0.272 7.641
H: -2.842 1.374 8.221
H: -2.697 -0.353 8.512
H: -3.961 -0.496 5.390
H: -2.724 -0.773 3.287
H: 0.849 0.623 5.226
H: -0.405 0.889 7.317

=====

Computed, not measured: a structure of composition C43H45N4PRuSi in a non-equilibrium geometry, with ωB97M-V/def2-TZVPD.

The HOMO energy (spin up / spin down) comes out at -13.51 / -13.50 eV. Its expectation value of S² is 6.03. As for the multiplicity: 5. Its net charge is +2.

Element x y z (Å)
Ru: 0.296 0.133 -0.385
C: -1.501 -0.835 0.218
Si: -2.761 0.322 -0.610
C: -2.088 2.002 0.042
N: -0.631 2.108 -0.236
C: 0.080 2.860 0.830
C: -0.381 4.322 0.906
C: -0.547 4.929 -0.500
C: 0.215 4.109 -1.541
C: -0.341 2.684 -1.595
C: -4.467 -0.006 0.098
C: -4.711 0.064 1.472
C: -5.994 -0.120 1.961
C: -7.037 -0.390 1.085
C: -6.800 -0.476 -0.279
C: -5.517 -0.295 -0.775
C: -2.836 0.305 -2.478
C: -2.538 -0.842 -3.216
C: -2.692 -0.861 -4.595
C: -3.159 0.266 -5.256
C: -3.489 1.406 -4.534
C: -3.330 1.423 -3.158
H: -1.564 -1.881 -0.079
H: -1.572 -0.784 1.307
H: -2.239 2.005 1.124
H: -2.629 2.863 -0.357
H: 1.150 2.829 0.624
H: -0.098 2.361 1.784
H: 0.372 4.868 1.475
H: -1.316 4.393 1.461
H: -0.188 5.956 -0.512
H: -1.603 4.962 -0.779
H: 1.281 4.107 -1.306
H: 0.104 4.553 -2.530
H: 0.370 2.034 -2.127
H: -1.264 2.672 -2.171
H: -3.904 0.267 2.168
H: -6.177 -0.055 3.025
H: -8.037 -0.543 1.470
H: -7.611 -0.686 -0.964
H: -5.341 -0.371 -1.841
H: -2.211 -1.742 -2.705
H: -2.460 -1.760 -5.152
H: -3.283 0.249 -6.331
H: -3.881 2.278 -5.042
H: -3.621 2.312 -2.605
N: 3.655 -9.551 1.211
C: 3.240 -8.490 1.068
C: 2.744 -7.158 0.891
C: 1.490 -6.941 0.322
C: 1.037 -5.648 0.135
C: 1.817 -4.560 0.525
C: 3.059 -4.788 1.121
C: 3.527 -6.077 1.292
C: 1.373 -3.163 0.300
C: 1.267 -2.354 1.428
C: 1.352 -2.796 2.787
C: 1.183 -1.695 3.585
C: 0.992 -0.600 2.710
N: 1.043 -0.979 1.441
C: 1.137 -2.781 -1.046
C: 1.377 -3.550 -2.204
C: 1.039 -2.781 -3.315
C: 0.615 -1.553 -2.826
N: 0.672 -1.540 -1.474
H: 0.879 -7.784 0.029
H: 0.056 -5.480 -0.290
H: 3.672 -3.951 1.429
H: 4.498 -6.256 1.735
H: 1.505 -3.814 3.104
H: 1.180 -1.653 4.661
H: 0.842 0.435 2.988
H: 1.774 -4.550 -2.222
H: 1.102 -3.066 -4.352
H: 0.276 -0.695 -3.389
C: 3.812 -0.698 -0.058
P: 2.709 0.584 -0.742
C: 3.210 0.560 -2.498
C: 3.426 2.110 -0.068
C: 3.774 3.182 -0.887
C: 4.357 4.311 -0.331
C: 4.585 4.379 1.036
C: 4.224 3.317 1.857
C: 3.637 2.190 1.311
H: 3.652 -0.828 1.010
H: 4.839 -0.381 -0.234
H: 3.627 -1.645 -0.565
H: 4.281 0.756 -2.548
H: 2.676 1.297 -3.098
H: 3.006 -0.431 -2.901
H: 3.610 3.135 -1.957
H: 4.639 5.139 -0.967
H: 5.050 5.257 1.464
H: 4.409 3.371 2.922
H: 3.343 1.366 1.953

=====

In the order shown, the computed energy relative to the best compared isomer or geometry (same formula, charge and spin) values come out to 0.0 4.1 kcal/mol.
In the order shown, the computed E values come out to -3921.52498 -2609.73551 a.u..